Record 1
# C5H12P2

2 unconnected molecules or ions with the total composition C5H12P2 in a non-equilibrium geometry (ωB97M-V with the def2-TZVPD basis set, the Open Molecules 2025 dataset).

Last column: natural (NBO) charge in e.
Cartesian coordinates (Å):
C 2.99725 -1.21686 1.31373  -0.9546
C -0.83663 -0.08657 1.10420  -0.6558
C -3.81369 0.80846 -0.41055  -0.6272
C -2.46542 1.09245 -1.13936  -0.7515
C 3.67243 -0.20603 -1.09140  -0.8004
P 2.29602 -0.91400 -0.43239  0.6669
P -0.86439 1.00669 -0.17838  0.5414
H 3.55898 -2.12289 1.34124  0.2301
H 3.62250 -0.33518 1.68937  0.2303
H 0.20835 -0.15353 1.42926  0.1950
H -1.59209 -0.75484 1.36176  0.1851
H -4.05131 -0.30827 -0.57370  0.2074
H -3.92555 1.05807 0.63065  0.2127
H -4.61943 1.37214 -0.88634  0.2136
H -2.56020 2.04559 -1.72903  0.2420
H -2.17163 0.38187 -1.92723  0.2344
H 3.83702 -0.15704 -2.13801  0.2166
H 4.46197 -0.16340 -0.46300  0.1915
H 2.24583 -1.34665 2.09918  0.2224

Values from the calculation:
- Spin multiplicity: 3
- Net charge: 0
- Gap between HOMO and LUMO (alpha / beta): 6.37 / 6.33 eV
- Lowest unoccupied orbital energy (alpha / beta): 0.308 / -2.168 eV
- <S²>: 2.007
- HOMO energy (alpha / beta): -6.07 / -8.50 eV

Record 2
# C5H11N3

C5H11N3 in the gas phase in a non-equilibrium geometry (ωB97M-V with the def2-TZVPD basis set, the Open Molecules 2025 dataset).

Last column: natural (NBO) charge in e.
Cartesian coordinates (Å):
C 0.17880 1.68572 -0.61682  -0.6450
C 0.32941 -2.10705 -0.60604  -0.6762
C 0.76453 0.50476 0.12480  0.0898
C 0.33734 -0.84028 0.13832  0.1270
N -2.32556 0.06999 0.09337  -0.6662
N 2.17250 0.60836 0.37990  -0.8434
C -0.33864 -0.29714 1.31228  -0.1349
N -1.66688 -0.52028 1.12446  -0.2179
H -2.67502 1.00520 0.29304  0.3568
H -3.04077 -0.55180 -0.26413  0.3645
H 2.40447 1.31665 1.07036  0.3633
H 2.71377 0.81279 -0.45426  0.3680
H 0.06318 -0.45967 2.31841  0.2069
H -0.90004 1.67661 -0.75972  0.2258
H 0.61106 1.77596 -1.61804  0.1969
H 0.36698 2.64506 -0.12106  0.2076
H -0.09185 -2.91805 -0.00764  0.2300
H 1.35216 -2.39345 -0.87428  0.2311
H -0.25545 -2.01338 -1.53291  0.2157

Values from the calculation:
- Spin multiplicity: 1
- Net charge: 0
- Gap between HOMO and LUMO (alpha / beta): 8.22 / 7.99 eV
- Lowest unoccupied orbital energy (alpha / beta): 0.848 / 0.673 eV
- ΔE to the lowest compared entry with this formula, charge and spin: 6.405 eV
- HOMO energy (alpha / beta): -7.37 / -7.32 eV

Record 3
# C3H5NO2

C3H5NO2 in the gas phase (ωB97M-V with the def2-TZVPD basis set, the Open Molecules 2025 dataset).

Last column: natural (NBO) charge in e.
Cartesian coordinates (Å):
C 1.23945 -0.05965 1.43518  -0.5356
C 0.34833 -0.16325 0.45951  0.4022
N 0.57295 -0.69210 -0.85260  -0.3431
O -0.92966 0.30908 0.52657  -0.4886
C -1.23932 0.60327 -0.81629  0.2036
O -0.64711 -0.42370 -1.56241  -0.3863
H 2.24992 -0.42466 1.30231  0.2186
H 0.94962 0.40298 2.36960  0.2239
H -0.81256 1.58427 -1.07667  0.1459
H 0.58643 -1.70956 -0.81864  0.3711
H -2.31805 0.57332 -0.96656  0.1882

Values from the calculation:
- Spin multiplicity: 1
- Net charge: 0
- Gap between HOMO and LUMO: 9.71 eV
- Lowest unoccupied orbital energy: 0.934 eV
- ΔE to the lowest compared entry with this formula, charge and spin: 3.363 eV
- HOMO energy: -8.78 eV

Record 4
# C17H31AsCoN3O2S

A molecular structure, C17H31AsCoN3O2S in a non-equilibrium geometry (ωB97M-V with the def2-TZVPD basis set, the Open Molecules 2025 dataset).

Last column: natural (NBO) charge in e.
Cartesian coordinates (Å):
Co 0.00000 0.00000 0.00000  0.4026
N -0.53490 1.42550 1.17570  -0.8904
C -1.39460 2.54030 0.93910  -0.3403
C -1.73320 2.21010 -0.52470  0.7972
O -2.51010 2.98950 -1.13890  -0.6945
O -1.12840 1.14030 -0.87280  -0.7855
H -0.68470 0.67870 2.22600  0.4552
H 0.63160 1.58290 1.73190  0.4225
H -0.87350 3.49660 1.01840  0.2009
H -2.28840 2.52190 1.56610  0.1941
C -0.54670 -0.38190 5.27230  -0.5866
C 0.73250 0.03350 4.54680  -0.1347
C 1.14000 1.43960 4.98600  -0.5903
C 1.85610 -0.95110 4.88560  -0.5923
C 0.50210 0.02270 3.09040  -0.1227
C 0.31250 0.01520 1.90130  -0.4438
H -0.37020 -0.37470 6.36860  0.1959
H -0.84230 -1.40330 4.95840  0.2159
H -1.36220 0.33080 5.03100  0.2083
H 1.31940 1.45130 6.08340  0.1941
H 0.33020 2.16080 4.74520  0.2090
H 2.07370 1.74740 4.46550  0.2116
H 2.03680 -0.94560 5.98200  0.1897
H 2.79250 -0.65450 4.36500  0.2171
H 1.56890 -1.97600 4.57200  0.2172
C 2.73410 -2.97480 1.72930  -1.0218
As 1.51000 -1.64450 0.95460  1.0044
C 2.27100 -1.99590 -0.80580  -0.9881
C -0.00490 -2.69760 1.58530  -0.9754
H 2.55900 -3.96840 1.27050  0.1909
H 2.57280 -3.05970 2.81390  0.1958
H 3.77980 -2.68710 1.54650  0.2019
H 3.05770 -2.76140 -0.76220  0.1969
H 2.70860 -1.07010 -1.21960  0.2224
H 1.48350 -2.34510 -1.49710  0.2361
H 0.32270 -3.60470 2.11140  0.2054
H -0.63880 -2.99950 0.73270  0.2316
H -0.62030 -2.09650 2.27800  0.2295
C -5.18160 -1.38160 -1.62490  -0.6376
C -3.78800 -1.89410 -1.80910  0.2050
C -3.47650 -3.19310 -1.85970  -0.3184
C -2.03910 -3.49790 -2.04780  0.1243
N -1.10810 -2.60530 -2.16090  -0.4632
C -1.46130 -1.28140 -2.10470  0.1230
S -0.36740 -0.01790 -2.23590  0.3366
N -2.78870 -0.96360 -1.93070  -0.6168
C -1.63840 -4.94990 -2.11120  -0.6317
H -5.90720 -2.19730 -1.53770  0.2164
H -5.47670 -0.76130 -2.47770  0.2118
H -5.24900 -0.77540 -0.71550  0.2158
H -4.19710 -3.99370 -1.77300  0.2051
H -3.00400 0.02620 -1.89490  0.4188
H -2.50200 -5.61130 -2.00490  0.1910
H -0.92870 -5.16340 -1.30660  0.2124
H -1.15700 -5.14930 -3.07310  0.2062
H 0.63780 -1.12330 -0.93440  -0.0784

Values from the calculation:
- Spin multiplicity: 4
- Net charge: -1
- Gap between HOMO and LUMO (alpha / beta): 4.51 / 4.99 eV
- Lowest unoccupied orbital energy (alpha / beta): 2.741 / 2.716 eV
- <S²>: 3.830
- HOMO energy (alpha / beta): -1.77 / -2.27 eV

Record 5
# C2H8FN2

2 unconnected molecules or ions with the total composition C2H8FN2 in a non-equilibrium geometry (ωB97M-V with the def2-TZVPD basis set, the Open Molecules 2025 dataset).

Last column: natural (NBO) charge in e.
Cartesian coordinates (Å):
C -0.83339 -0.14273 -0.31118  -0.3971
C 1.18007 0.57615 0.19218  0.4780
N 1.33253 1.83579 0.57728  -0.8206
N -0.58144 -1.62158 -0.13164  -0.7123
F 1.81760 0.16150 -0.92438  -0.3286
H -1.49220 0.10335 0.49118  0.2111
H -1.07781 0.23508 -1.37254  0.2521
H 1.31088 -0.00853 1.08075  0.1515
H 1.31999 2.64006 -0.03369  0.4148
H 1.73754 2.09872 1.48514  0.4240
H -0.11202 -2.22389 -0.77934  0.4384
H -1.45637 -2.10360 -0.28825  0.4415
H 0.01033 -1.89773 0.69674  0.4471

Values from the calculation:
- Spin multiplicity: 1
- Net charge: +1
- Gap between HOMO and LUMO: 9.66 eV
- Lowest unoccupied orbital energy: -3.691 eV
- ΔE to the lowest compared entry with this formula, charge and spin: 1.866 eV
- HOMO energy: -13.35 eV

Record 6
# C4H12NO

2 unconnected molecules or ions with the total composition C4H12NO in a non-equilibrium geometry (ωB97M-V with the def2-TZVPD basis set, the Open Molecules 2025 dataset).

Last column: natural (NBO) charge in e.
Cartesian coordinates (Å):
C -0.44394 -2.57800 -1.01501  -0.6092
C -0.91168 -1.14368 -0.61049  -0.4102
C -0.16852 0.09471 -1.22711  -0.2684
C 1.69923 1.14823 -0.14185  0.1386
N 0.43074 0.94155 -0.21315  -0.3817
H -1.41970 -3.10501 -0.99903  0.2449
H 0.04934 -2.54637 -1.98949  0.2099
H 0.21899 -2.98756 -0.26889  0.2228
H -1.97634 -0.95942 -0.69735  0.2256
H -0.72301 -1.15110 0.48986  0.2113
H 0.56341 -0.45163 -1.86534  0.2412
H -0.90320 0.65139 -1.78523  0.2519
H 2.28191 0.47156 -0.77237  0.2225
H 2.10005 1.98441 0.41212  0.2483
H -0.07213 1.34830 0.57396  0.4503
H -0.60640 2.97215 2.74500  0.4586
H -0.27988 2.62483 4.11359  0.4858
O 0.16114 2.68563 3.25077  -0.9422

Values from the calculation:
- Spin multiplicity: 1
- Net charge: +1
- Gap between HOMO and LUMO: 9.93 eV
- Lowest unoccupied orbital energy: -5.241 eV
- ΔE to the lowest compared entry with this formula, charge and spin: 2.203 eV
- HOMO energy: -15.17 eV

Question: Look up the net charge of the sixth one.
Answer: +1